(1)
{
  "formula": "C4H12N3",
  "method": "wB97M-V/def2-TZVPD",
  "mol_weight_g_mol": 102.2,
  "charge": 1,
  "largest_force_ha_per_bohr": 0.0155,
  "orbital_gap_ev": 8.667,
  "e_homo_ha": -0.4661,
  "de_lowest_kcal_mol": 46.6,
  "elements": ["N", "C", "N", "H", "H", "H", "H", "H", "N", "C", "C", "C", "H", "H", "H", "H", "H", "H", "H"],
  "coordinates": [[0.788, 1.656, 0.759], [0.765, 2.056, -0.484], [1.833, 2.238, -1.227], [1.643, 1.283, 1.145], [-0.065, 1.282, 1.150], [-0.197, 2.214, -0.954], [1.683, 2.518, -2.184], [2.751, 1.905, -0.977], [-1.557, -1.057, -1.398], [-0.717, -1.674, -0.355], [-0.454, -1.515, 2.139], [-0.973, -1.063, 0.998], [-1.645, -1.695, -2.171], [-1.138, -0.198, -1.721], [0.356, -1.603, -0.576], [-0.967, -2.735, -0.372], [-0.572, -0.975, 3.068], [0.073, -2.461, 2.146], [-1.608, -0.177, 1.013]],
  "nbo_charge": [-0.688, 0.401, -0.702, 0.424, 0.450, 0.234, 0.439, 0.431, -0.819, -0.276, -0.384, -0.217, 0.377, 0.328, 0.171, 0.226, 0.210, 0.209, 0.187]
}

(2)
{
  "formula": "C19H28N2O3",
  "method": "wB97M-V/def2-TZVPD",
  "mol_weight_g_mol": 332.4,
  "charge": 0,
  "largest_force_ha_per_bohr": 0.1247,
  "orbital_gap_ev": 8.553,
  "e_homo_ha": -0.3020,
  "de_lowest_kcal_mol": 210.6,
  "elements": ["N", "C", "C", "C", "C", "C", "H", "H", "H", "H", "H", "N", "C", "C", "C", "C", "C", "H", "H", "H", "H", "H", "C", "C", "O", "C", "H", "H", "H", "H", "H", "H", "C", "C", "O", "C", "H", "H", "H", "H", "H", "H", "C", "C", "O", "C", "H", "H", "H", "H", "H", "H"],
  "coordinates": [[1.052, -14.572, 9.467], [0.670, -13.395, 9.931], [-0.548, -13.236, 10.566], [-1.460, -14.287, 10.620], [-1.042, -15.531, 10.161], [0.211, -15.666, 9.636], [1.213, -12.486, 9.718], [-0.801, -12.277, 10.993], [-2.463, -14.132, 10.989], [-1.887, -16.196, 10.266], [0.585, -16.639, 9.355], [4.209, -15.423, 13.357], [3.501, -15.868, 12.325], [2.469, -15.128, 11.737], [2.294, -13.817, 12.076], [3.187, -13.260, 12.992], [4.132, -14.101, 13.564], [3.576, -16.926, 12.122], [1.922, -15.465, 10.869], [1.574, -13.134, 11.650], [3.162, -12.257, 13.392], [4.679, -13.747, 14.425], [2.775, -18.781, 13.217], [3.355, -18.514, 14.599], [2.610, -18.473, 15.590], [4.852, -18.153, 14.724], [1.954, -19.497, 13.189], [3.463, -19.302, 12.551], [2.454, -17.886, 12.682], [5.340, -19.074, 14.406], [5.103, -17.818, 15.731], [5.075, -17.228, 14.192], [1.638, -16.762, 16.879], [2.798, -15.733, 16.825], [3.568, -15.582, 17.785], [3.023, -14.947, 15.496], [1.408, -17.108, 17.887], [2.020, -17.673, 16.419], [0.747, -16.354, 16.403], [4.027, -14.559, 15.328], [2.280, -14.167, 15.327], [2.891, -15.721, 14.741], [0.839, -9.830, 12.881], [2.054, -10.220, 12.054], [2.983, -10.827, 12.563], [2.252, -9.658, 10.696], [0.019, -10.471, 12.556], [0.445, -8.856, 12.592], [0.854, -9.898, 13.969], [1.274, -9.316, 10.358], [2.543, -10.518, 10.093], [2.801, -8.716, 10.708]],
  "nbo_charge": [-0.426, 0.022, -0.248, -0.156, -0.271, 0.018, 0.197, 0.205, 0.219, 0.230, 0.207, -0.465, 0.015, -0.228, -0.187, -0.248, 0.044, 0.183, 0.224, 0.204, 0.268, 0.188, -0.737, 0.632, -0.568, -0.752, 0.238, 0.223, 0.246, 0.227, 0.244, 0.284, -0.763, 0.604, -0.587, -0.699, 0.220, 0.310, 0.197, 0.217, 0.229, 0.224, -0.724, 0.593, -0.554, -0.719, 0.230, 0.229, 0.247, 0.210, 0.245, 0.260]
}

(3)
{
  "formula": "C4H5NO2",
  "method": "wB97M-V/def2-TZVPD",
  "smiles": "CC=C=N.O=C=O",
  "mol_weight_g_mol": 99.1,
  "charge": 0,
  "largest_force_ha_per_bohr": 0.0781,
  "orbital_gap_ev": 9.653,
  "e_homo_ha": -0.3296,
  "de_lowest_kcal_mol": 29.0,
  "elements": ["C", "C", "C", "C", "N", "O", "O", "H", "H", "H", "H", "H"],
  "coordinates": [[0.199, -1.244, -0.063], [0.677, -0.117, -0.563], [-2.076, 0.572, 0.000], [1.231, 0.962, 0.298], [-0.506, -2.188, 0.282], [-1.837, 1.049, 1.024], [-2.514, 0.243, -1.012], [0.718, 0.028, -1.672], [0.507, 1.756, 0.323], [2.135, 1.323, -0.093], [1.573, 0.656, 1.268], [-0.106, -3.040, 0.209]],
  "nbo_charge": [0.419, -0.434, 1.031, -0.619, -0.629, -0.527, -0.514, 0.254, 0.219, 0.213, 0.222, 0.366]
}

(4)
{
  "formula": "C5H6O2",
  "method": "wB97M-V/def2-TZVPD",
  "mol_weight_g_mol": 98.1,
  "charge": 0,
  "largest_force_ha_per_bohr": 0.0412,
  "orbital_gap_ev": 8.897,
  "e_homo_ha": -0.2962,
  "de_lowest_kcal_mol": 104.8,
  "elements": ["C", "C", "O", "C", "O", "C", "C", "H", "H", "H", "H", "H", "H"],
  "coordinates": [[-1.132, -1.157, 0.761], [-0.123, -0.110, 0.288], [0.631, -0.808, -0.788], [1.867, -0.454, -0.808], [2.293, 0.424, -0.038], [-0.657, 1.147, -0.136], [-0.926, 2.310, -0.332], [-1.953, -0.590, 1.181], [-0.772, -1.828, 1.539], [-1.594, -1.836, 0.019], [1.220, 0.650, 0.601], [2.550, -0.913, -1.537], [-1.404, 3.166, -0.750]],
  "nbo_charge": [-0.628, -0.162, -0.443, 0.681, -0.599, -0.072, -0.274, 0.225, 0.212, 0.216, 0.439, 0.172, 0.234]
}

(5)
{
  "formula": "C7H9BrCl4O5",
  "method": "wB97M-V/def2-TZVPD",
  "smiles": "C[C@@H](O)CO[C@H]1OC(=O)O[C@H]1Br.ClC(Cl)(Cl)Cl",
  "mol_weight_g_mol": 394.9,
  "charge": 0,
  "largest_force_ha_per_bohr": 0.1291,
  "orbital_gap_ev": 10.582,
  "e_homo_ha": -0.3869,
  "elements": ["C", "C", "O", "C", "O", "C", "O", "C", "O", "O", "C", "Br", "H", "H", "H", "H", "H", "H", "H", "H", "H", "C", "Cl", "Cl", "Cl", "Cl"],
  "coordinates": [[3.330, 1.342, 0.710], [2.365, 0.264, 0.194], [2.725, -0.934, 0.865], [0.962, 0.708, 0.505], [-0.006, 0.037, -0.316], [-1.294, 0.199, 0.068], [-1.635, -0.188, 1.380], [-1.842, 0.926, 2.159], [-2.181, 0.869, 3.227], [-1.593, 2.035, 1.425], [-1.881, 1.605, 0.089], [-1.319, 2.759, -1.348], [3.763, 0.968, 1.629], [4.151, 1.477, 0.018], [2.821, 2.264, 0.957], [2.508, 0.105, -0.870], [1.971, -1.536, 0.910], [0.762, 0.572, 1.566], [0.880, 1.774, 0.318], [-1.904, -0.321, -0.665], [-2.960, 1.619, 0.059], [-1.924, -3.313, -2.577], [-1.320, -3.747, -0.975], [-3.378, -4.249, -2.936], [-2.314, -1.586, -2.602], [-0.687, -3.651, -3.790]],
  "nbo_charge": [-0.627, 0.069, -0.721, -0.109, -0.505, 0.313, -0.511, 0.966, -0.513, -0.513, -0.016, 0.061, 0.232, 0.220, 0.208, 0.176, 0.473, 0.189, 0.187, 0.197, 0.210, -0.225, 0.060, 0.063, 0.048, 0.065]
}

(6)
{
  "formula": "C5H5N",
  "method": "wB97M-V/def2-TZVPD",
  "smiles": "C#CC#CCN",
  "mol_weight_g_mol": 79.1,
  "charge": 0,
  "largest_force_ha_per_bohr": 0.0487,
  "orbital_gap_ev": 10.238,
  "e_homo_ha": -0.3446,
  "de_lowest_kcal_mol": 86.7,
  "elements": ["C", "C", "C", "C", "C", "H", "H", "H", "H", "H", "N"],
  "coordinates": [[1.091, 0.130, -1.648], [0.040, -0.070, -0.640], [-0.723, -0.031, 0.291], [-1.597, -0.095, 1.342], [-2.295, -0.106, 2.307], [2.503, -0.798, -0.548], [2.481, 0.770, -0.232], [0.965, -0.660, -2.454], [1.028, 1.077, -2.231], [-3.076, -0.156, 3.013], [2.429, 0.114, -1.065]],
  "nbo_charge": [-0.309, 0.063, -0.107, -0.084, -0.158, 0.350, 0.359, 0.222, 0.228, 0.233, -0.796]
}

(7)
{
  "formula": "C4H8NO2",
  "method": "wB97M-V/def2-TZVPD",
  "smiles": "CN[C@@H](C)C(=O)[O-]",
  "mol_weight_g_mol": 102.1,
  "charge": -1,
  "largest_force_ha_per_bohr": 0.0418,
  "orbital_gap_ev": 7.926,
  "e_homo_ha": -0.1473,
  "de_lowest_kcal_mol": 26.8,
  "elements": ["C", "N", "C", "C", "C", "O", "O", "H", "H", "H", "H", "H", "H", "H", "H"],
  "coordinates": [[-1.939, 0.176, 0.654], [-0.521, 0.524, 0.820], [1.039, 0.783, -1.136], [0.344, -0.208, -0.131], [1.486, -1.145, 0.315], [2.087, -0.876, 1.391], [1.745, -2.066, -0.488], [-2.555, 1.083, 0.570], [-2.393, -0.372, 1.487], [-2.252, -0.346, -0.256], [-0.260, 0.159, 1.732], [0.497, 1.732, -1.031], [2.107, 0.872, -0.966], [0.859, 0.561, -2.196], [-0.243, -0.877, -0.766]],
  "nbo_charge": [-0.414, -0.641, -0.606, -0.170, 0.747, -0.800, -0.782, 0.163, 0.172, 0.183, 0.375, 0.193, 0.212, 0.188, 0.179]
}

(8)
{
  "formula": "CNOP",
  "method": "wB97M-V/def2-TZVPD",
  "mol_weight_g_mol": 73.0,
  "charge": 0,
  "largest_force_ha_per_bohr": 0.0683,
  "orbital_gap_ev": [6.458, 6.321],
  "e_homo_ha": [-0.3694, -0.3649],
  "de_lowest_kcal_mol": 51.5,
  "elements": ["C", "N", "O", "P"],
  "coordinates": [[-0.455, -1.467, 0.139], [-1.133, -2.396, 0.090], [1.340, 2.345, 0.171], [0.248, 1.518, -0.401]],
  "nbo_charge": [-0.132, -0.542, -0.885, 1.559]
}

Which of these has the highest charge?
C4H12N3

Please write out number 5 again, unchanged.
{
  "formula": "C7H9BrCl4O5",
  "method": "wB97M-V/def2-TZVPD",
  "smiles": "C[C@@H](O)CO[C@H]1OC(=O)O[C@H]1Br.ClC(Cl)(Cl)Cl",
  "mol_weight_g_mol": 394.9,
  "charge": 0,
  "largest_force_ha_per_bohr": 0.1291,
  "orbital_gap_ev": 10.582,
  "e_homo_ha": -0.3869,
  "elements": ["C", "C", "O", "C", "O", "C", "O", "C", "O", "O", "C", "Br", "H", "H", "H", "H", "H", "H", "H", "H", "H", "C", "Cl", "Cl", "Cl", "Cl"],
  "coordinates": [[3.330, 1.342, 0.710], [2.365, 0.264, 0.194], [2.725, -0.934, 0.865], [0.962, 0.708, 0.505], [-0.006, 0.037, -0.316], [-1.294, 0.199, 0.068], [-1.635, -0.188, 1.380], [-1.842, 0.926, 2.159], [-2.181, 0.869, 3.227], [-1.593, 2.035, 1.425], [-1.881, 1.605, 0.089], [-1.319, 2.759, -1.348], [3.763, 0.968, 1.629], [4.151, 1.477, 0.018], [2.821, 2.264, 0.957], [2.508, 0.105, -0.870], [1.971, -1.536, 0.910], [0.762, 0.572, 1.566], [0.880, 1.774, 0.318], [-1.904, -0.321, -0.665], [-2.960, 1.619, 0.059], [-1.924, -3.313, -2.577], [-1.320, -3.747, -0.975], [-3.378, -4.249, -2.936], [-2.314, -1.586, -2.602], [-0.687, -3.651, -3.790]],
  "nbo_charge": [-0.627, 0.069, -0.721, -0.109, -0.505, 0.313, -0.511, 0.966, -0.513, -0.513, -0.016, 0.061, 0.232, 0.220, 0.208, 0.176, 0.473, 0.189, 0.187, 0.197, 0.210, -0.225, 0.060, 0.063, 0.048, 0.065]
}

Which value of charge does entry 8 give?
0